Record 1
A structure of composition C26H40BrFeN4O3 in a non-equilibrium geometry. Source: the Open Molecules 2025 dataset; level of theory: ωB97M-V/def2-TZVPD.

<S²>: 6.007
HOMO level (spin up / spin down): -9.7 / -9.7 eV
total charge: +1
spin multiplicity: 5
frontier orbital gap (spin up / spin down): 0.2474 / 0.2436 hartree
total energy: -5296.883942 hartree
LUMO energy (spin up / spin down): -2.96 / -3.06 eV
F_max: 3.45 eV/A

CARTESIAN COORDINATES (ANGSTROEM)
Fe1 -0.098 -0.341 -0.218
O1 3.980 -0.550 1.104
C1 4.776 -0.184 0.117
C2 6.190 -0.250 0.207
C3 6.956 0.101 -0.890
C4 6.381 0.559 -2.088
C5 4.996 0.696 -2.180
C6 4.198 0.415 -1.059
C7 2.699 0.466 -1.165
O2 2.037 -0.279 -0.203
N1 2.226 1.814 -0.996
N2 0.957 1.963 -0.679
C8 0.381 3.144 -0.750
C9 -0.984 3.214 -0.451
Br1 -1.879 1.642 -1.157
C10 -1.546 4.087 0.425
C11 -2.956 4.212 0.634
C12 -3.800 4.347 -0.499
C13 -5.171 4.284 -0.396
C14 -5.746 4.152 0.880
C15 -4.952 4.055 2.019
C16 -3.559 4.129 1.904
H1 2.999 -0.556 0.594
H2 6.658 -0.594 1.121
H3 8.031 0.025 -0.868
H4 6.991 0.864 -2.901
H5 4.515 1.064 -3.074
H6 2.384 0.177 -2.199
H7 2.767 2.595 -1.400
H8 0.980 4.026 -0.930
H9 -0.869 4.764 1.034
H10 -3.376 4.474 -1.495
H11 -5.814 4.272 -1.278
H12 -6.824 4.138 0.968
H13 -5.406 3.941 2.990
H14 -2.956 4.075 2.816
C17 0.529 -0.646 2.793
N3 -0.642 -0.357 1.894
C18 -1.108 0.996 2.330
C19 -1.750 -1.350 2.191
C20 -2.858 -1.311 1.121
N4 -2.346 -1.584 -0.266
C21 -3.325 -1.064 -1.254
C22 -2.342 -3.051 -0.512
H15 0.225 -0.462 3.823
H16 1.358 -0.007 2.475
H17 0.861 -1.667 2.726
H18 -1.330 0.995 3.384
H19 -1.985 1.311 1.748
H20 -0.313 1.714 2.129
H21 -2.184 -1.123 3.189
H22 -1.274 -2.357 2.230
H23 -3.314 -0.312 1.115
H24 -3.624 -2.057 1.370
H25 -4.169 -1.746 -1.294
H26 -2.842 -1.003 -2.258
H27 -3.728 -0.094 -0.984
H28 -3.362 -3.436 -0.539
H29 -1.748 -3.561 0.272
H30 -1.866 -3.300 -1.481
C23 0.295 -2.360 -3.080
C24 0.884 -3.348 -2.075
O3 0.601 -2.839 -0.750
C25 1.029 -3.744 0.286
C26 2.532 -3.707 0.594
H31 0.527 -2.645 -4.110
H32 0.668 -1.331 -2.883
H33 -0.806 -2.345 -2.993
H34 1.977 -3.435 -2.238
H35 0.451 -4.357 -2.161
H36 0.677 -4.769 0.067
H37 0.450 -3.445 1.167
H38 3.118 -4.065 -0.291
H39 2.718 -4.377 1.424
H40 2.848 -2.703 0.908

Record 2
A structure of composition C26H40BrNOP2Zr in a non-equilibrium geometry. Source: the Open Molecules 2025 dataset; level of theory: ωB97M-V/def2-TZVPD.

HOMO level (spin up / spin down): -20.1 / -20.1 eV
total charge: +4
ΔE to the lowest compared entry with this formula, charge and spin: 0.0 kcal per mole
frontier orbital gap (spin up / spin down): 0.1688 / 0.1687 hartree
total energy: -4446.740863 hartree
LUMO energy (spin up / spin down): -15.51 / -15.51 eV
F_max: 9.51 eV/A

CARTESIAN COORDINATES (ANGSTROEM)
N1 1.546 -2.209 -6.669
C1 0.361 -2.660 -6.261
C2 -0.043 -2.605 -4.926
C3 0.804 -1.970 -3.986
C4 2.101 -1.611 -4.417
C5 2.409 -1.728 -5.774
C6 0.248 -1.461 -2.732
Zr1 -0.353 -0.158 -0.389
P1 -0.680 1.767 1.285
C7 0.107 -0.061 -2.579
C8 -1.239 0.553 -2.475
C9 -1.499 1.938 -2.643
C10 -2.796 2.403 -2.498
C11 -3.738 1.628 -1.779
C12 -3.439 0.312 -1.429
C13 -2.239 -0.279 -1.898
Br1 -5.119 2.462 -0.892
H1 -0.172 -2.218 -2.039
H2 0.926 0.614 -2.865
H3 -1.044 -2.920 -4.629
H4 2.820 -1.163 -3.736
H5 -0.315 -3.078 -7.009
H6 3.380 -1.408 -6.160
H7 -0.661 2.590 -2.899
H8 -2.168 -1.360 -2.069
H9 -3.086 3.391 -2.824
H10 -4.090 -0.265 -0.785
P2 1.351 -1.504 1.184
C14 -1.786 3.122 0.688
C15 -2.062 4.364 1.545
H11 -2.750 2.630 0.474
H12 -1.403 3.447 -0.294
H13 -3.020 4.785 1.208
H14 -2.156 4.123 2.608
H15 -1.308 5.157 1.440
C16 0.871 2.654 1.791
C17 1.016 3.606 2.985
H16 1.130 3.234 0.893
H17 1.637 1.867 1.879
H18 1.931 4.197 2.832
H19 0.187 4.314 3.097
H20 1.151 3.085 3.939
C18 -1.484 1.156 2.828
C19 -1.754 2.171 3.938
H21 -0.856 0.338 3.221
H22 -2.437 0.682 2.550
H23 -1.781 1.643 4.897
H24 -0.989 2.946 4.003
H25 -2.729 2.649 3.827
C20 0.730 -2.068 2.812
C21 1.506 -3.267 3.363
H26 -0.344 -2.287 2.723
H27 0.826 -1.208 3.493
H28 1.418 -4.136 2.700
H29 2.573 -3.049 3.512
H30 1.088 -3.546 4.337
C22 3.034 -0.942 1.695
C23 3.784 -0.049 0.701
H31 3.624 -1.839 1.941
H32 2.889 -0.390 2.636
H33 4.466 -0.637 0.074
H34 3.100 0.509 0.046
H35 4.388 0.686 1.254
C24 1.615 -3.073 0.240
C25 0.359 -3.922 -0.008
H36 2.376 -3.651 0.784
H37 2.064 -2.772 -0.722
H38 0.264 -4.150 -1.081
H39 0.408 -4.882 0.531
H40 -0.564 -3.420 0.322
O1 -2.584 -1.797 1.451
C26 -1.802 -1.281 0.741

Record 3
A structure of composition C26H40IrN9OSSe in a non-equilibrium geometry. Source: the Open Molecules 2025 dataset; level of theory: ωB97M-V/def2-TZVPD.

<S²>: 6.026
HOMO level (spin up / spin down): -11.6 / -12.9 eV
total charge: +2
spin multiplicity: 5
ΔE to the lowest compared entry with this formula, charge and spin: 23.6 kcal per mole
frontier orbital gap (spin up / spin down): 0.2632 / 0.1944 hartree
total energy: -4486.142731 hartree
LUMO energy (spin up / spin down): -4.42 / -7.60 eV
F_max: 1.08 eV/A

CARTESIAN COORDINATES (ANGSTROEM)
Ir1 0.439 0.150 -0.570
C1 3.241 0.980 1.269
N1 2.312 1.293 2.343
C2 2.408 2.659 2.848
C3 1.218 0.546 2.589
N2 0.727 -0.314 1.667
C4 0.048 -1.441 2.040
C5 0.266 -2.113 3.263
C6 -0.542 -3.148 3.652
C7 -1.625 -3.543 2.844
C8 -1.764 -3.014 1.588
C9 -0.872 -2.031 1.114
N3 -0.883 -1.598 -0.179
C10 -1.160 -2.422 -1.210
N4 -1.696 -1.903 -2.330
C11 -1.249 -2.331 -3.652
C12 -2.327 -0.594 -2.302
N5 -0.897 -3.742 -1.204
C13 0.163 -4.344 -0.406
C14 -1.712 -4.695 -1.948
N6 0.615 0.774 3.780
C15 -0.818 0.648 4.000
C16 1.382 1.017 4.995
H1 4.193 1.463 1.480
H2 2.869 1.342 0.304
H3 3.401 -0.091 1.203
H4 2.685 3.310 2.019
H5 3.163 2.756 3.629
H6 1.450 2.983 3.247
H7 1.084 -1.792 3.894
H8 -0.354 -3.654 4.590
H9 -2.325 -4.288 3.197
H10 -2.557 -3.360 0.937
H11 -0.527 -3.137 -3.569
H12 -0.769 -1.484 -4.148
H13 -2.088 -2.658 -4.267
H14 -2.866 -0.461 -1.368
H15 -3.025 -0.534 -3.138
H16 -1.588 0.209 -2.410
H17 0.892 -3.592 -0.116
H18 0.669 -5.090 -1.019
H19 -0.225 -4.835 0.488
H20 -2.555 -4.194 -2.414
H21 -2.093 -5.444 -1.250
H22 -1.128 -5.215 -2.709
H23 -1.352 0.651 3.054
H24 -1.144 1.504 4.592
H25 -1.071 -0.260 4.551
H26 2.449 1.005 4.797
H27 1.160 0.225 5.715
H28 1.109 1.970 5.452
O1 1.194 0.816 -2.595
N7 2.257 0.273 -3.163
C17 2.730 0.853 -4.288
C18 3.847 0.377 -4.918
C19 4.512 -0.729 -4.390
C20 4.009 -1.323 -3.256
C21 2.860 -0.821 -2.635
S1 2.213 -1.552 -1.219
H29 2.173 1.711 -4.631
H30 4.197 0.866 -5.815
H31 5.406 -1.109 -4.862
H32 4.492 -2.177 -2.803
C22 -4.019 2.400 -1.129
N8 -3.128 3.504 -0.828
C23 -3.376 4.825 -1.123
C24 -2.337 5.543 -0.648
N9 -1.462 4.656 -0.065
C25 -0.224 5.013 0.601
C26 -1.951 3.406 -0.180
Se1 -1.224 1.875 0.610
H33 -5.047 2.751 -1.108
H34 -3.892 1.629 -0.374
H35 -3.802 1.988 -2.114
H36 -4.264 5.145 -1.639
H37 -2.151 6.602 -0.677
H38 -0.276 6.053 0.911
H39 0.625 4.879 -0.069
H40 -0.094 4.381 1.475

Record 4
A structure of composition C26H40N2O2PSiTi. Source: the Open Molecules 2025 dataset; level of theory: ωB97M-V/def2-TZVPD.

<S²>: 2.052
HOMO level (spin up / spin down): -2.0 / -5.1 eV
total charge: -1
spin multiplicity: 3
ΔE to the lowest compared entry with this formula, charge and spin: 11.3 kcal per mole
frontier orbital gap (spin up / spin down): 0.1767 / 0.2925 hartree
total energy: -2755.186815 hartree
LUMO energy (spin up / spin down): 2.83 / 2.81 eV
F_max: 0.36 eV/A

CARTESIAN COORDINATES (ANGSTROEM)
Ti1 0.254 0.165 1.447
O1 -1.556 0.458 0.992
C1 -2.688 -0.222 0.880
C2 -3.886 0.448 0.666
C3 -5.079 -0.248 0.488
C4 -5.072 -1.645 0.529
C5 -3.888 -2.321 0.746
C6 -2.660 -1.643 0.924
C7 -1.457 -2.361 1.126
N1 -0.228 -1.815 1.310
C8 0.812 -2.786 1.625
C9 2.141 -2.059 1.534
N2 1.946 -0.742 2.118
C10 2.621 -0.479 3.260
C11 2.417 0.668 4.070
C12 3.311 0.989 5.117
C13 3.143 2.113 5.902
C14 2.063 2.969 5.674
C15 1.153 2.667 4.665
C16 1.309 1.539 3.876
O2 0.382 1.250 2.951
H1 -3.860 1.531 0.637
H2 -6.002 0.292 0.323
H3 -5.994 -2.198 0.392
H4 -3.880 -3.406 0.774
H5 -1.527 -3.447 1.133
H6 0.783 -3.627 0.922
H7 0.666 -3.188 2.636
H8 2.413 -1.964 0.479
H9 2.939 -2.614 2.037
H10 3.412 -1.168 3.546
H11 4.156 0.330 5.287
H12 3.855 2.331 6.690
H13 1.927 3.858 6.278
H14 0.294 3.300 4.476
C17 -2.554 -3.175 -2.595
C18 -2.860 -1.681 -2.544
P1 -1.349 -0.668 -2.221
C19 -0.444 -0.855 -3.839
C20 -1.187 -0.945 -5.171
C21 -2.122 1.026 -2.259
C22 -2.154 1.826 -3.557
H15 -3.467 -3.767 -2.688
H16 -2.044 -3.484 -1.678
H17 -1.905 -3.430 -3.437
H18 -3.531 -1.477 -1.707
H19 -3.372 -1.351 -3.453
H20 0.149 -1.763 -3.701
H21 0.294 -0.045 -3.866
H22 -2.017 -1.651 -5.124
H23 -0.513 -1.290 -5.959
H24 -1.590 0.016 -5.484
H25 -1.618 1.604 -1.482
H26 -3.140 0.874 -1.890
H27 -1.163 1.916 -4.008
H28 -2.516 2.840 -3.369
H29 -2.819 1.374 -4.295
C23 3.950 1.865 0.904
Si1 2.813 1.601 -0.556
C24 3.403 0.130 -1.569
C25 3.029 3.104 -1.679
C26 1.045 1.402 -0.095
H30 4.915 2.267 0.579
H31 4.123 0.935 1.450
H32 3.510 2.571 1.616
H33 4.491 0.133 -1.678
H34 2.963 0.161 -2.572
H35 3.111 -0.818 -1.113
H36 4.055 3.184 -2.053
H37 2.794 4.026 -1.140
H38 2.357 3.045 -2.541
H39 0.480 1.162 -1.004
H40 0.660 2.367 0.269

Record 5
A structure of composition C26H40N2O7PPtSbSe. Source: the Open Molecules 2025 dataset; level of theory: ωB97M-V/def2-TZVPD.

HOMO level: -7.6 eV
total charge: 0
ΔE to the lowest compared entry with this formula, charge and spin: 0.0 kcal per mole
frontier orbital gap: 0.2528 hartree
total energy: -4753.203988 hartree
LUMO energy: -0.73 eV
F_max: 0.60 eV/A

CARTESIAN COORDINATES (ANGSTROEM)
Pt1 -0.137 1.186 1.096
O1 4.782 -1.128 -1.102
C1 4.067 -1.497 -2.177
C2 4.726 -2.239 -3.159
C3 4.060 -2.656 -4.293
C4 2.716 -2.342 -4.477
C5 2.061 -1.611 -3.505
C6 2.706 -1.176 -2.346
C7 1.883 -0.414 -1.349
O2 0.658 -0.271 -1.563
N1 2.554 0.046 -0.313
N2 1.904 0.787 0.675
C8 2.752 1.131 1.593
C9 2.607 1.950 2.763
C10 3.670 1.961 3.681
C11 3.648 2.784 4.780
C12 2.553 3.637 4.962
C13 1.504 3.655 4.072
C14 1.510 2.803 2.958
O3 0.525 2.870 2.090
H1 4.160 -0.607 -0.529
H2 5.771 -2.475 -3.000
H3 4.591 -3.230 -5.041
H4 2.193 -2.664 -5.367
H5 1.016 -1.351 -3.619
H6 3.753 0.740 1.431
H7 4.515 1.305 3.506
H8 4.463 2.778 5.490
H9 2.521 4.288 5.828
H10 0.639 4.283 4.225
C15 0.544 4.171 -0.402
P1 -0.549 2.738 -0.532
C16 -0.485 2.383 -2.299
C17 -2.207 3.377 -0.211
H11 0.268 4.880 -1.184
H12 1.576 3.853 -0.547
H13 0.455 4.622 0.581
H14 -0.744 3.306 -2.822
H15 -1.175 1.596 -2.581
H16 0.519 2.064 -2.569
H17 -2.430 4.193 -0.900
H18 -2.247 3.724 0.821
H19 -2.948 2.585 -0.321
O4 -0.954 1.951 4.531
Se1 -1.439 0.725 3.618
O5 -1.903 1.434 2.031
O6 -0.008 0.054 2.839
O7 -0.869 -2.597 2.213
C18 -4.282 -2.204 0.049
C19 -3.633 -0.961 0.668
C20 -3.948 -0.953 2.158
Sb1 -1.548 -0.820 0.021
C21 -0.610 -2.667 0.836
C22 0.872 -2.668 0.532
C23 -1.278 -3.927 0.327
C24 -1.983 -0.797 -2.115
C25 -3.238 -0.005 -2.474
C26 -1.941 -2.188 -2.737
H20 -5.368 -2.112 0.138
H21 -3.999 -3.104 0.592
H22 -4.053 -2.365 -1.000
H23 -4.069 -0.067 0.212
H24 -3.351 -1.683 2.706
H25 -5.002 -1.219 2.291
H26 -3.808 0.026 2.598
H27 -0.421 -1.805 2.585
H28 1.064 -2.697 -0.542
H29 1.309 -3.560 0.989
H30 1.370 -1.796 0.951
H31 -1.263 -3.990 -0.761
H32 -2.302 -4.002 0.686
H33 -0.725 -4.779 0.730
H34 -1.117 -0.268 -2.485
H35 -4.165 -0.470 -2.147
H36 -3.296 0.090 -3.562
H37 -3.220 1.008 -2.063
H38 -2.714 -2.860 -2.360
H39 -0.969 -2.659 -2.577
H40 -2.087 -2.099 -3.818

Record 6
A structure of composition C26H40N4O6PPbS2. Source: the Open Molecules 2025 dataset; level of theory: ωB97M-V/def2-TZVPD.

HOMO level: -4.8 eV
total charge: -1
ΔE to the lowest compared entry with this formula, charge and spin: 10.3 kcal per mole
frontier orbital gap: 0.2695 hartree
total energy: -3015.924220 hartree
LUMO energy: 2.57 eV
F_max: 0.19 eV/A

CARTESIAN COORDINATES (ANGSTROEM)
Pb1 0.489 -0.309 1.375
N1 3.687 -3.929 2.583
C1 2.831 -2.852 2.631
S1 3.305 -1.444 1.767
N2 1.755 -3.080 3.361
N3 0.831 -2.086 3.339
C2 -0.042 -2.098 4.267
C3 -1.083 -1.068 4.324
C4 -1.982 -1.028 5.384
C5 -2.924 -0.015 5.430
C6 -2.952 0.930 4.419
C7 -2.030 0.813 3.392
N4 -1.132 -0.161 3.346
H1 4.636 -3.706 2.340
H2 3.547 -4.616 3.308
H3 -0.009 -2.856 5.048
H4 -1.920 -1.775 6.164
H5 -3.623 0.042 6.255
H6 -3.655 1.751 4.425
H7 -1.994 1.533 2.582
C8 -3.343 4.195 -3.100
O1 -4.297 3.216 -2.745
C9 -3.875 2.211 -1.926
C10 -4.869 1.259 -1.592
C11 -4.520 0.214 -0.789
C12 -3.217 0.026 -0.268
C13 -2.924 -1.181 0.479
C14 -4.061 -2.139 0.809
O2 -1.801 -1.525 0.858
C15 -2.213 1.015 -0.572
O3 -1.023 1.001 -0.138
C16 -2.603 2.096 -1.438
H8 -3.858 4.902 -3.746
H9 -2.503 3.751 -3.643
H10 -2.959 4.716 -2.220
H11 -5.870 1.382 -1.980
H12 -5.283 -0.514 -0.549
H13 -4.456 -2.582 -0.108
H14 -4.883 -1.649 1.331
H15 -3.650 -2.925 1.437
H16 -1.827 2.817 -1.653
C17 4.311 -1.761 -2.188
C18 2.914 -1.754 -2.815
C19 2.324 -3.165 -2.771
P1 1.784 -0.609 -1.879
C20 0.348 -0.344 -3.050
C21 0.608 -0.482 -4.548
C22 -0.817 -1.254 -2.642
C23 2.728 0.998 -1.948
C24 3.056 1.544 -3.335
C25 2.035 2.069 -1.103
H17 4.909 -2.568 -2.620
H18 4.251 -1.918 -1.107
H19 4.844 -0.826 -2.365
H20 2.995 -1.437 -3.859
H21 2.230 -3.504 -1.737
H22 2.977 -3.865 -3.301
H23 1.336 -3.214 -3.231
H24 0.038 0.685 -2.831
H25 0.849 -1.516 -4.806
H26 1.423 0.148 -4.902
H27 -0.293 -0.213 -5.107
H28 -0.618 -2.291 -2.925
H29 -1.740 -0.943 -3.140
H30 -0.981 -1.225 -1.568
H31 3.666 0.749 -1.442
H32 2.152 1.894 -3.838
H33 3.536 0.800 -3.974
H34 3.731 2.400 -3.251
H35 1.006 2.245 -1.422
H36 2.581 3.015 -1.180
H37 1.999 1.807 -0.046
C26 2.852 2.863 3.891
S2 1.204 2.209 3.834
O4 0.303 3.305 4.126
O5 1.174 1.102 4.767
O6 1.083 1.763 2.412
H38 3.033 3.225 4.901
H39 2.928 3.676 3.173
H40 3.538 2.057 3.640

F_max of number 4 (C26H40N2O2PSiTi)? 0.36 eV/A